1.
Density functional theory data (ωB97M-V/def2-TZVPD) for C35H48AuBrF5PTe as an isolated structure.

Each line ends with the Löwdin charge.
Geometry (Å):
C 5.534 0.484 2.767  -0.092
H -4.204 -4.923 -2.111  0.109
C 4.655 -0.695 -2.132  -0.093
C 5.554 -0.311 -0.988  -0.327
H 3.179 -4.353 -2.033  0.106
C -3.448 -4.169 -2.338  -0.188
C 1.047 4.079 0.988  -0.127
C 7.310 0.319 1.058  -0.027
H 0.132 -4.629 -0.035  0.090
H 3.601 -5.183 0.719  0.113
C -0.428 -3.770 4.456  -0.184
C -2.497 -4.025 -1.133  -0.185
H 9.634 1.254 -0.195  0.080
H 0.702 -2.011 2.673  0.087
H -1.916 -2.203 4.218  0.116
C 5.065 -0.095 0.307  -0.507
H -4.894 -2.982 -3.419  0.108
C 0.700 -3.749 -0.348  -0.422
H 7.989 0.575 1.865  0.123
H 2.130 -5.420 -2.953  0.109
H -4.660 -2.502 -1.751  0.113
C -2.334 1.791 1.533  -0.596
H 3.702 -0.168 -2.091  0.032
F -2.106 3.022 1.089  0.172
C -2.243 0.746 0.419  -0.360
H 2.034 -5.746 1.287  0.101
F -3.526 1.794 2.149  0.159
C 0.139 4.185 -1.240  -0.135
C 7.814 0.123 -0.221  -0.274
C 5.954 0.218 1.344  -0.324
H 4.441 -1.768 -2.103  0.074
Te 2.977 -0.202 0.713  1.008
H 9.849 -0.466 0.108  0.080
H -1.164 -2.722 -3.107  0.100
H 0.701 -4.466 2.749  0.083
C 2.277 -5.902 -0.856  -0.194
H 1.444 4.575 1.862  0.103
C 6.918 -0.198 -1.230  -0.023
H 6.146 -0.101 3.455  0.081
H -3.467 -0.787 -2.776  0.104
H -2.659 -1.965 -0.583  0.088
F -2.902 1.195 -0.666  0.074
H -0.445 2.329 -2.105  0.097
H -2.139 -2.229 1.621  0.093
C -0.298 -4.590 3.165  -0.192
C -3.121 -1.772 -3.096  -0.180
H 1.329 -6.446 -0.819  0.110
C 0.363 2.045 -0.132  -0.364
H -1.705 -4.773 -1.214  0.097
C -1.342 -4.154 2.138  -0.183
H -3.048 -1.752 -4.185  0.110
H 9.520 0.104 -1.534  0.072
H 1.329 -2.933 -2.257  0.114
H -1.174 -1.092 -2.433  0.082
H -0.589 -0.820 2.632  0.078
C -4.135 -2.840 -2.648  -0.196
C -1.735 -2.030 -2.485  -0.216
H 2.726 -3.098 -0.037  0.045
C -0.018 2.805 -1.231  -0.130
H 4.490 0.242 2.946  -0.007
F -1.419 1.513 2.485  0.119
C 0.897 2.700 0.972  -0.194
Au -0.041 0.018 -0.055  0.784
H 1.172 2.146 1.861  0.065
H 5.134 -0.473 -3.085  0.076
H -0.423 -5.653 3.382  0.114
H -0.400 -1.646 4.911  0.111
H -1.178 -4.229 5.104  0.107
H -2.328 -4.256 2.599  0.122
H -0.168 4.761 -2.101  0.100
F -2.963 -0.328 0.861  0.021
H -2.900 -4.518 -3.217  0.113
C -0.381 -1.882 2.769  -0.229
H 3.060 -6.639 -1.045  0.108
C 9.288 0.261 -0.482  -0.054
C 1.056 -3.903 -1.834  -0.190
C 0.672 4.807 -0.127  -0.693
Br 0.891 6.697 -0.127  0.716
H -3.057 -4.222 -0.217  0.111
H 1.868 -3.365 1.459  0.067
C 2.534 -5.193 0.488  -0.177
P -0.447 -2.333 0.012  0.995
C 2.006 -3.752 0.450  -0.249
C -1.149 -2.686 1.701  -0.407
C -0.830 -2.314 4.163  -0.183
H 5.678 1.540 3.004  0.087
H 0.522 -3.792 4.993  0.108
H -1.328 -4.835 1.288  0.084
C -1.918 -2.603 -1.074  -0.443
H 0.188 -4.273 -2.385  0.095
H 7.284 -0.361 -2.238  0.113
C 2.229 -4.892 -2.003  -0.184

Atomic forces in eV per Å
-0.079 0.016 -0.082
0.072 -0.083 -0.061
0.043 0.015 0.079
-0.042 -0.041 0.049
-0.013 0.031 -0.038
-0.129 0.083 0.097
0.035 -0.074 -0.078
-0.036 -0.081 -0.214
-0.115 0.071 -0.011
0.002 0.000 -0.001
0.002 0.020 -0.097
-0.061 0.029 -0.161
0.053 0.004 -0.037
0.005 0.022 -0.034
-0.015 0.030 0.050
0.069 0.120 -1.011
-0.036 0.025 0.029
0.150 0.526 -0.031
0.012 -0.012 0.025
0.048 0.082 -0.048
-0.035 -0.003 -0.004
0.414 0.527 0.725
-0.029 0.043 -0.025
-0.146 -0.124 -0.114
1.093 -0.952 -0.556
0.056 -0.006 0.041
-0.052 -0.113 -0.294
0.046 0.033 -0.003
-0.040 -0.009 0.065
-0.221 0.040 0.113
-0.059 -0.010 0.015
-1.135 -0.076 1.043
0.053 -0.001 -0.033
0.025 0.040 0.022
0.037 -0.044 -0.024
0.121 0.113 -0.019
0.033 0.009 -0.012
0.074 0.032 0.061
-0.003 0.008 0.018
-0.026 0.014 -0.064
0.052 -0.021 -0.039
0.228 0.146 -0.099
-0.066 0.014 -0.003
0.062 -0.040 0.022
-0.138 0.033 0.056
0.036 -0.068 0.070
0.015 -0.049 -0.021
-0.109 0.313 0.083
-0.028 -0.020 0.088
0.189 -0.096 -0.040
0.014 0.014 0.004
0.026 0.005 -0.011
-0.049 0.017 -0.011
0.052 -0.032 -0.131
0.091 0.010 -0.024
0.045 -0.047 -0.095
-0.135 0.083 0.073
-0.035 0.087 0.052
0.020 -0.315 -0.101
0.006 -0.005 0.065
-0.129 -0.080 -0.090
-0.129 -0.087 0.127
0.288 0.930 0.153
0.068 -0.022 -0.031
-0.024 -0.016 -0.034
0.068 0.002 -0.009
-0.077 0.008 0.036
0.041 -0.005 0.054
-0.043 0.010 -0.066
0.034 0.026 -0.007
0.054 0.026 0.125
0.003 0.023 -0.017
-0.125 -0.024 0.108
-0.065 -0.065 0.002
-0.038 -0.008 0.048
0.004 -0.101 -0.015
-0.004 0.122 -0.035
-0.034 -0.092 0.006
0.093 -0.050 0.046
0.129 0.045 -0.005
-0.096 0.020 -0.085
-0.669 -0.926 0.233
-0.100 -0.238 0.103
0.164 0.190 -0.024
0.097 -0.005 -0.058
-0.032 0.000 0.040
-0.028 -0.029 0.044
-0.106 -0.012 0.000
0.207 0.096 -0.003
0.011 0.045 -0.018
0.026 0.004 -0.013
-0.038 -0.117 0.069

Summary:
- energy above the lowest of the compared OMol25 structures with the same formula, charge and spin (kcal/mol) = 54.4
- E_LUMO (spin up / spin down) (Eh) = -0.071 / -0.071
- highest occupied orbital energy (spin up / spin down) (eV) = -6.99 / -7.01
- charge = 0
- HOMO-LUMO gap (spin up / spin down) (eV) = 5.05 / 5.09

=====

2.
Density functional theory data (ωB97M-V/def2-TZVPD) for a 4-piece molecular cluster, C35H48Br2F10N3O9S2 overall.

Each line ends with the Löwdin charge.
Geometry (Å):
C -0.108 -1.584 4.920  -0.139
H 0.094 -7.371 -1.165  0.121
F 1.555 -6.367 -8.933  0.156
H -0.041 -1.376 0.121  0.130
H 5.103 -3.970 0.859  0.156
F 0.412 -5.761 -10.663  0.160
H 3.228 -1.287 4.623  0.088
H -6.082 8.509 1.384  0.088
H 5.163 -1.222 0.356  0.137
C 6.395 -3.504 3.313  -0.387
C -3.854 5.837 0.865  -0.062
H 5.151 4.720 1.485  0.080
H 0.341 -1.971 2.333  0.158
H 0.181 -3.914 0.124  0.089
H 6.729 -1.874 4.910  0.090
F 0.990 -4.298 -9.180  0.151
O -0.993 -6.818 -7.939  0.165
H 4.355 -3.428 2.461  0.127
C 2.282 3.290 0.716  -0.199
O -6.022 10.436 -0.555  0.026
Br -0.210 2.442 3.071  0.770
C -7.160 10.847 0.042  -0.365
F -9.423 11.407 -0.504  0.159
H -0.152 -8.879 -2.033  0.129
C -2.845 -4.561 -6.695  -0.070
H 2.079 -0.263 5.634  0.104
O 6.279 -2.657 2.141  -0.080
C 4.781 4.713 2.580  -0.003
C 3.200 2.731 3.537  -0.198
H 3.346 1.388 0.369  0.111
F -4.098 -4.977 -1.999  0.158
H -4.326 8.269 1.394  0.056
F -4.272 -6.969 -2.802  0.164
H -3.837 -4.597 -6.242  0.083
C -0.435 -0.149 4.323  -0.650
H -0.566 2.598 0.056  0.061
H -2.445 -3.548 -6.592  0.085
H -5.279 7.935 -0.067  0.058
C -0.636 -8.157 -1.373  -0.202
C -0.752 -5.831 -8.584  -0.368
H -4.035 10.102 -0.245  0.127
N -3.881 5.260 -1.412  0.010
O -1.768 -5.816 -0.747  0.143
H 1.562 2.271 -1.166  0.112
C -5.170 8.603 0.789  -0.081
H 1.646 3.882 1.447  0.068
H 0.868 -2.054 4.514  0.073
H 3.684 -2.190 -0.141  0.122
Br -2.301 0.505 4.642  0.663
C 0.988 -3.288 -0.411  -0.101
H -0.242 -9.319 0.403  0.085
H -1.834 -9.617 -0.329  0.087
C -4.964 10.032 0.326  -0.197
C 4.982 -3.072 1.569  -0.142
H 1.556 1.142 0.807  0.103
C -2.906 -4.964 -8.155  -0.200
H 1.728 -1.088 -0.290  0.102
S 4.494 0.507 2.395  1.062
H -1.557 -8.145 0.587  0.076
N 2.286 -0.904 2.338  0.006
F -2.963 -5.535 -3.751  0.149
S -1.132 4.136 -1.766  0.898
H 4.548 5.690 3.119  0.080
C 3.507 -0.922 1.798  -0.349
C 4.640 3.394 3.170  -0.175
C 2.497 1.743 1.069  -0.196
H 2.433 3.590 3.437  0.093
C 4.276 -1.840 0.767  -0.077
O -2.602 5.293 0.469  -0.108
C 1.456 3.320 -0.703  -0.217
H -0.945 -2.295 4.553  0.101
O 6.608 -4.745 3.225  0.075
H -4.140 6.232 1.890  0.142
C 2.809 -0.232 4.736  -0.036
H 3.293 3.779 0.470  0.106
H -0.229 4.379 0.497  0.074
C -3.390 -5.981 -2.549  -0.507
C -8.179 11.293 -1.005  -0.513
H 0.674 -3.223 -1.523  0.099
F -7.865 12.496 -1.530  0.157
C 2.857 1.446 2.650  -0.492
F 1.894 -3.312 2.067  -0.034
H 3.251 2.530 4.671  0.119
O -1.763 -7.631 -2.092  0.030
H 3.628 0.487 5.055  0.077
H -2.183 -5.222 -6.131  0.065
C 6.278 -2.926 4.814  0.000
O -7.326 10.887 1.234  0.165
H 6.865 -3.582 5.562  0.105
H 5.639 2.860 3.408  0.103
H 2.009 -3.809 -0.405  0.077
C 0.551 -5.566 -9.335  -0.512
C 2.045 0.204 3.357  -0.346
C -0.084 3.567 -0.305  -0.499
H -3.591 -4.303 -8.690  0.128
C 1.383 -1.966 1.835  -0.199
C 0.532 0.659 3.626  -0.489
H -4.875 10.721 1.170  0.126
O -1.620 -4.815 -8.775  0.022
H 5.186 -2.948 5.193  0.086
C 1.017 -1.812 0.246  -0.148
C -2.581 4.926 -0.909  -0.488
F -8.264 10.434 -2.042  0.156
C -1.089 -8.851 -0.103  -0.060
C -2.230 -6.440 -1.669  -0.364
H -3.282 -5.983 -8.276  0.128
H -0.089 -1.649 6.058  0.103
H 1.867 4.098 -1.432  0.116
N -4.590 5.785 -0.366  -0.028

Atomic forces in eV per Å
-0.624 -0.678 -0.918
-0.272 0.084 -0.036
-0.807 0.158 0.144
1.640 -0.535 0.537
-0.009 1.497 1.042
-0.403 -0.038 0.563
-0.423 1.498 0.105
0.103 0.106 0.061
-1.586 -0.792 0.747
1.523 -4.152 1.255
-0.111 -1.966 -7.302
1.191 0.509 2.441
2.115 0.339 -0.260
1.481 0.828 -0.844
-0.967 -1.424 -0.321
-0.481 -0.373 0.204
0.709 0.550 -0.556
0.435 0.566 -1.613
-0.245 -0.279 -2.068
-0.923 0.520 -0.046
1.254 -1.681 0.251
1.465 -0.493 1.013
0.813 -0.178 0.233
-0.296 0.175 -0.158
0.328 -0.032 0.134
1.027 0.100 -1.697
-1.601 -1.418 1.653
-0.018 -2.121 0.330
0.911 1.931 2.191
-1.445 0.486 1.323
0.719 -0.430 0.156
0.000 0.253 -0.090
0.642 0.141 0.344
0.063 -0.006 -0.079
2.402 1.079 -0.836
0.784 1.344 -0.317
-0.154 -0.014 -0.085
0.122 0.164 0.113
0.564 -0.494 0.417
-1.783 -0.048 0.681
-0.292 0.095 -0.200
4.058 -0.842 2.781
-0.641 0.049 -0.688
-0.232 1.723 0.377
-0.528 0.155 -0.102
1.295 -0.845 -0.718
-1.494 1.088 0.683
0.448 0.323 1.601
2.119 -1.026 -0.214
-0.387 0.305 -0.657
-0.039 0.032 -0.090
0.170 -0.011 -0.049
0.547 -0.271 0.482
-0.782 -0.577 -0.162
1.178 0.994 0.348
-0.704 0.066 0.386
-0.895 -1.156 0.809
-1.305 -1.750 -0.682
0.139 -0.010 -0.036
1.114 -1.733 -1.776
0.341 -0.221 0.596
-1.119 0.872 1.581
-1.287 -1.440 -1.390
1.548 2.177 0.680
-0.392 1.471 -0.861
-0.698 0.802 0.319
1.120 -1.727 -0.098
1.011 -0.181 0.745
0.444 -0.247 -0.084
-0.467 -0.367 0.883
1.243 1.154 0.716
-1.085 5.332 -0.466
0.804 -0.899 -1.710
-0.814 -0.235 0.910
-1.601 -0.700 0.903
0.495 -1.287 -1.237
-1.821 0.493 -1.040
-1.517 0.461 -1.362
0.422 0.088 1.853
0.292 -0.397 0.468
1.472 -0.410 -0.574
-0.124 2.734 0.078
-0.485 -0.346 -1.697
-0.662 1.107 -0.135
-1.049 -0.997 -0.733
-0.147 -0.041 -0.092
0.309 0.597 0.014
-0.369 0.137 -0.965
-0.906 0.751 -1.690
-1.824 -0.115 -1.686
-1.587 0.745 0.266
1.787 0.304 -0.920
0.005 2.217 0.980
-0.386 0.006 0.206
0.343 -0.002 -0.142
-3.084 -1.089 -1.183
-2.846 -2.158 1.413
-0.256 -0.001 -0.133
0.969 -0.550 -0.309
1.648 0.200 -0.907
0.162 -0.706 -0.157
-4.376 1.691 1.593
0.340 0.086 0.582
-0.315 0.121 0.141
1.506 -1.014 0.660
0.286 0.041 0.009
-0.117 0.468 -1.520
-0.699 -0.993 1.115
1.566 0.282 3.576

Summary:
- E_LUMO (Eh) = -0.165
- highest occupied orbital energy (eV) = -10.68
- charge = +1
- HOMO-LUMO gap (eV) = 6.18

=====

| no. | energy (a.u.) |
| --- | --- |
| 1 | -5180.82901 |
| 2 | -9146.27024 |